# 1
{
  "formula": "C48H51N14O3STa",
  "method": "ωB97M-V/def2-TZVPD",
  "e_above_lowest_ev": 3.7114,
  "molar_mass_g_mol": 1085.05,
  "total_charge": 2,
  "e_homo_ev": -12.47,
  "species": ["Ta", "C", "C", "N", "C", "S", "N", "N", "C", "C", "C", "C", "C", "C", "C", "N", "H", "H", "H", "H", "H", "H", "H", "H", "H", "H", "H", "H", "H", "C", "C", "C", "C", "C", "C", "C", "C", "N", "C", "O", "C", "C", "C", "C", "C", "N", "C", "O", "N", "C", "C", "C", "C", "C", "C", "C", "C", "H", "H", "H", "H", "H", "H", "H", "H", "H", "H", "H", "H", "H", "H", "H", "H", "H", "H", "H", "H", "H", "N", "C", "N", "N", "C", "N", "H", "H", "H", "H", "C", "C", "C", "C", "C", "N", "C", "O", "N", "C", "C", "C", "C", "N", "C", "C", "C", "H", "H", "H", "H", "H", "H", "H", "H", "H", "H", "H", "H", "H"],
  "xyz": [[0.0755, -0.7731, -0.0129], [-0.8152, 3.9568, 3.6526], [-0.2277, 4.1931, 2.2699], [0.7119, 3.1511, 1.8546], [0.2908, 1.9087, 1.5400], [1.4858, 0.6253, 1.4538], [-0.9795, 1.6768, 1.3328], [-1.2147, 0.3664, 1.0202], [-2.5658, -0.1423, 1.2389], [-3.3652, 0.5389, 2.3315], [-2.7048, -2.4080, 0.3014], [-4.0216, -2.4689, -0.1285], [-4.3076, -3.1986, -1.2687], [-3.2682, -3.8517, -1.9180], [-1.9811, -3.7024, -1.4297], [-1.6941, -2.9695, -0.3502], [-1.4954, 4.7670, 3.9135], [-0.0313, 3.9187, 4.4096], [-1.3754, 3.0224, 3.6820], [0.3191, 5.1350, 2.2413], [-1.0144, 4.2462, 1.5176], [1.6676, 3.2307, 2.1623], [-2.9624, 0.3585, 3.3183], [-4.3850, 0.1567, 2.3012], [-3.3957, 1.6078, 2.1425], [-4.7980, -1.9656, 0.4330], [-5.3230, -3.2701, -1.6352], [-3.4427, -4.4530, -2.7990], [-1.1432, -4.1609, -1.9409], [1.0168, -4.5612, -0.9787], [2.2558, -3.7883, -1.3376], [3.4797, -4.4465, -1.3760], [4.6247, -3.8157, -1.8467], [4.5215, -2.5416, -2.3624], [3.3008, -1.8643, -2.3796], [3.2312, -0.6080, -3.1987], [2.1921, -2.4592, -1.7740], [0.9211, -1.7593, -1.6848], [0.2197, -1.8024, -2.8692], [0.5570, -2.3747, -3.8799], [-1.1040, -1.0955, -2.8106], [-1.8831, -0.9650, -3.9410], [-3.1189, -0.3509, -3.8159], [-3.5475, 0.0441, -2.5582], [-2.7147, -0.1309, -1.4633], [-1.4843, -0.6400, -1.6099], [-3.2956, 0.2184, -0.0989], [-4.3091, 0.8596, -0.0919], [-2.2896, -1.6117, 1.4091], [-2.4395, -2.2142, 2.7512], [-3.1603, -3.4138, 2.9924], [-3.6158, -4.4948, 2.0216], [-3.4322, -3.7614, 4.3172], [-2.9863, -3.0309, 5.3948], [-2.1375, -1.9759, 5.1456], [-1.8192, -1.5783, 3.8512], [-0.7492, -0.5228, 3.7629], [1.2772, -5.5221, -0.5362], [0.4634, -4.7754, -1.8971], [0.3535, -4.0275, -0.2987], [3.5182, -5.4915, -1.0888], [5.5698, -4.3413, -1.8728], [5.3843, -2.0698, -2.8165], [3.9513, 0.1339, -2.8570], [2.2413, -0.1667, -3.2203], [3.4997, -0.8530, -4.2273], [-1.5020, -1.3497, -4.8767], [-3.7552, -0.2082, -4.6790], [-4.5218, 0.4816, -2.3951], [-2.9164, -4.6854, 1.2105], [-4.5985, -4.3082, 1.5951], [-3.6928, -5.4228, 2.5844], [-4.0094, -4.6600, 4.4906], [-3.2402, -3.3193, 6.4050], [-1.6782, -1.4453, 5.9694], [-0.2441, -0.4575, 4.7251], [-1.1101, 0.4764, 3.5226], [-0.0038, -0.7795, 3.0204], [3.8608, -4.6798, 1.7154], [3.1562, -4.4109, 2.8063], [3.4462, -5.0029, 3.9582], [2.1376, -3.5457, 2.8336], [1.5777, -2.9138, 1.9023], [0.9518, -2.2158, 1.1971], [4.6484, -5.3067, 1.7437], [3.6873, -4.1900, 0.8449], [4.2088, -5.6516, 4.0552], [2.8738, -4.8002, 4.7611], [-0.9296, 7.2434, -0.0324], [0.2926, 6.7369, -0.7458], [0.5322, 7.0424, -2.0813], [1.6552, 6.5618, -2.7380], [2.5763, 5.7777, -2.0579], [3.7235, 5.3060, -2.7461], [4.3714, 4.1210, -2.5940], [5.5170, 3.9347, -2.9330], [3.6561, 3.0886, -1.9671], [2.3259, 2.7350, -2.1007], [1.4508, 3.3036, -3.0155], [0.1394, 2.8695, -3.0042], [-0.2546, 1.8565, -2.1549], [0.5980, 1.2316, -1.3180], [1.8530, 1.6976, -1.3005], [2.3713, 5.4876, -0.7150], [1.2325, 5.9530, -0.0798], [-1.4613, 7.9803, -0.6315], [-0.6643, 7.7103, 0.9164], [-1.6225, 6.4283, 0.1856], [-0.1680, 7.6683, -2.6201], [1.8208, 6.8017, -3.7817], [4.2478, 5.9616, -3.3079], [4.2919, 2.3804, -1.6299], [1.7805, 4.0603, -3.7113], [-0.5925, 3.3178, -3.6607], [-1.2906, 1.5836, -2.1250], [2.5456, 1.2145, -0.6288], [3.1089, 4.9121, -0.1699], [1.0862, 5.7315, 0.9711]],
  "lowdin_charge": [1.72, -0.06, -0.24, 0.01, -0.73, 0.75, 0.05, -0.26, -0.39, 0.02, -0.36, -0.02, 0.00, 0.00, -0.11, 0.10, 0.08, 0.08, 0.06, 0.09, 0.11, 0.13, 0.07, 0.11, 0.10, 0.15, 0.13, 0.12, 0.09, -0.04, -0.23, -0.09, -0.06, -0.03, -0.19, -0.02, -0.19, -0.07, -0.48, 0.14, -0.19, 0.05, 0.02, 0.04, -0.19, 0.00, -0.27, 0.15, 0.05, -0.08, -0.16, -0.03, -0.05, -0.05, -0.04, -0.21, -0.06, 0.09, 0.08, 0.03, 0.12, 0.11, 0.13, 0.08, 0.06, 0.11, 0.14, 0.13, 0.14, 0.07, 0.08, 0.08, 0.12, 0.12, 0.12, 0.09, 0.05, 0.00, 0.23, -0.44, 0.22, 0.18, -0.25, -0.02, 0.14, 0.09, 0.13, 0.14, -0.04, -0.26, -0.02, -0.02, -0.28, 0.15, -0.52, 0.10, 0.15, -0.22, 0.03, 0.00, -0.11, -0.04, -0.15, -0.01, -0.03, 0.08, 0.09, 0.08, 0.12, 0.12, 0.17, 0.15, 0.12, 0.13, 0.09, 0.05, 0.12, 0.07]
}

---

# 2
{
  "formula": "C22H24N2O4",
  "method": "ωB97M-V/def2-TZVPD",
  "e_above_lowest_ev": 0.9263,
  "molar_mass_g_mol": 380.44,
  "e_homo_ev": -8.48,
  "smiles": "CCCOc1ccccc1[C@H]1NC(=O)NC(C)=C1C(=O)OCc1ccccc1",
  "species": ["C", "C", "C", "O", "C", "C", "C", "C", "C", "C", "C", "N", "C", "O", "N", "C", "C", "C", "C", "O", "O", "C", "C", "C", "C", "C", "C", "C", "H", "H", "H", "H", "H", "H", "H", "H", "H", "H", "H", "H", "H", "H", "H", "H", "H", "H", "H", "H", "H", "H", "H", "H"],
  "xyz": [[-3.6526, 2.6053, -2.6505], [-2.2035, 2.1602, -2.5069], [-2.0963, 0.9206, -1.6151], [-0.7672, 0.4712, -1.4556], [0.0396, 1.0461, -0.5245], [-0.3056, 2.1429, 0.2588], [0.5919, 2.6624, 1.1750], [1.8456, 2.1022, 1.3273], [2.1915, 1.0047, 0.5588], [1.3077, 0.4672, -0.3612], [1.7150, -0.7478, -1.1787], [2.7727, -0.4098, -2.1174], [4.0883, -0.6440, -1.9517], [4.9603, -0.1840, -2.6554], [4.3928, -1.5245, -0.9202], [3.4678, -2.1808, -0.1460], [4.0516, -3.2218, 0.7494], [2.1572, -1.8600, -0.2497], [1.1019, -2.4700, 0.5579], [1.2498, -3.2399, 1.4837], [-0.1106, -2.0562, 0.1459], [-1.2492, -2.4483, 0.9056], [-1.8952, -1.2291, 1.5057], [-1.1508, -0.3907, 2.3265], [-1.7210, 0.7479, 2.8648], [-3.0422, 1.0595, 2.5902], [-3.7902, 0.2274, 1.7748], [-3.2177, -0.9104, 1.2316], [-4.2545, 1.8118, -3.0872], [-4.0729, 2.8579, -1.6792], [-3.7184, 3.4803, -3.2918], [-1.7865, 1.9220, -3.4872], [-1.6064, 2.9697, -2.0830], [-2.6132, 0.0823, -2.0923], [-2.5657, 1.0985, -0.6404], [-1.2770, 2.6017, 0.1689], [0.3023, 3.5163, 1.7695], [2.5469, 2.5114, 2.0380], [3.1656, 0.5522, 0.6737], [0.8444, -1.0743, -1.7576], [2.5383, 0.2675, -2.8271], [5.3661, -1.7836, -0.8462], [4.7703, -2.7619, 1.4268], [4.5761, -3.9683, 0.1538], [3.2742, -3.7026, 1.3319], [-1.9354, -2.9600, 0.2244], [-0.9234, -3.1448, 1.6893], [-0.1188, -0.6303, 2.5372], [-1.1321, 1.3932, 3.4990], [-3.4882, 1.9492, 3.0100], [-4.8210, 0.4665, 1.5560], [-3.8024, -1.5547, 0.5907]],
  "lowdin_charge": [-0.10, -0.23, -0.20, -0.04, -0.21, -0.03, -0.09, -0.08, -0.02, -0.10, -0.18, 0.16, -0.55, 0.07, 0.15, -0.22, 0.01, -0.04, -0.43, 0.08, 0.00, -0.10, -0.19, -0.02, -0.08, -0.09, -0.09, -0.05, 0.07, 0.07, 0.07, 0.11, 0.10, 0.14, 0.11, 0.11, 0.11, 0.10, 0.12, 0.15, 0.16, 0.16, 0.10, 0.09, 0.07, 0.13, 0.13, 0.13, 0.11, 0.10, 0.10, 0.11]
}

---

# 3
{
  "formula": "C3HNO3",
  "method": "ωB97M-V/def2-TZVPD",
  "e_above_lowest_ev": 3.8324,
  "molar_mass_g_mol": 99.05,
  "e_homo_ev": -10.92,
  "smiles": "O=C1C=NOC1=O",
  "species": ["O", "C", "C", "N", "O", "C", "O", "H"],
  "xyz": [[0.6742, 1.8939, -0.3700], [0.1933, 0.7441, -0.0256], [-1.1721, 0.1781, 0.2562], [-1.2372, -1.0958, -0.2769], [0.2463, -1.4418, -0.3374], [1.1231, -0.4382, -0.1035], [2.3080, -0.7346, 0.1481], [-2.1356, 0.8943, 0.7090]],
  "lowdin_charge": [0.10, -0.23, -0.01, 0.19, -0.02, -0.38, 0.14, 0.21]
}